(1)
{"formula": "C9H11N2O", "method": "ωB97M-V/def2-TZVPD", "spin_multiplicity": 1, "largest_force_ev_per_a": 5.753, "total_energy_ev": -14529.377, "total_charge": 1, "smiles": "C#C[C@@H]1C=CC/C(=[NH+]/C(C)=O)N1", "homo_lumo_gap_ev": 9.96, "lumo_ev": -3.8, "species": ["C", "C", "C", "C", "C", "C", "C", "N", "C", "C", "O", "N", "H", "H", "H", "H", "H", "H", "H", "H", "H", "H", "H"], "positions_angstrom": [[-2.99344, 2.31854, 0.72468], [-2.66820, 1.51540, -0.09264], [-1.85958, 0.33447, -0.95056], [-2.49303, -1.04649, -0.69474], [-1.81966, -1.84865, 0.10364], [-0.52296, -1.54298, 0.76691], [0.18210, -0.47473, 0.01420], [1.49556, -0.24414, 0.27082], [2.36297, 0.72360, -0.23600], [3.82643, 0.60552, 0.24160], [1.86300, 1.50607, -0.97615], [-0.42850, 0.38842, -0.66008], [-3.59285, 3.12676, 1.02918], [-1.87525, 0.75881, -2.02731], [-3.20146, -1.28138, -1.34074], [-2.10663, -2.87981, 0.23090], [-0.73162, -1.23744, 1.85597], [0.02141, -2.51454, 0.81294], [1.85710, -0.83026, 1.04725], [4.20650, -0.30957, -0.11520], [3.71071, 0.48006, 1.31078], [4.49905, 1.44563, -0.09728], [0.26836, 1.00672, -1.21818]], "forces_ev_per_angstrom": [[-0.990, 0.744, -0.350], [3.267, -3.987, -2.171], [-2.155, 3.276, -0.278], [4.821, 2.665, 1.657], [-0.552, -1.051, -0.239], [-0.539, -0.466, 1.292], [1.551, -0.008, 2.737], [1.200, -2.751, 2.246], [0.842, -0.767, 0.578], [-1.384, 1.557, -0.365], [0.118, 1.877, -1.737], [-0.619, 1.562, -2.683], [-0.069, 0.556, 0.899], [-0.639, -1.230, 1.581], [-3.584, -1.273, -2.237], [-0.445, -0.091, 0.025], [0.577, -0.129, -1.434], [0.139, 0.964, -0.030], [-0.184, 0.409, -1.058], [0.537, -1.194, -0.617], [0.608, 0.392, 0.444], [-1.102, -0.823, 0.600], [-1.399, -0.233, 1.141]], "mulliken_charge": [0.043, -0.686, -0.024, -0.695, -0.396, -0.491, 0.374, -0.221, 0.808, -1.183, -0.619, -0.148, 0.387, 0.355, 0.557, 0.394, 0.326, 0.425, 0.278, 0.380, 0.377, 0.320, 0.440]}



(2)
{"formula": "C9H11N2O", "method": "ωB97M-V/def2-TZVPD", "spin_multiplicity": 3, "largest_force_ev_per_a": 6.652, "total_energy_ev": -14526.011, "s_squared": 2.010, "total_charge": 1, "homo_lumo_gap_ev": [6.37, 6.49], "lumo_ev": [-3.0, -7.2], "species": ["C", "C", "C", "C", "C", "C", "C", "C", "C", "N", "N", "O", "H", "H", "H", "H", "H", "H", "H", "H", "H", "H", "H"], "positions_angstrom": [[-1.04411, -2.76942, -0.33905], [-0.67039, -2.01972, -1.43241], [-0.87773, -2.22287, 0.97447], [-0.28646, -0.67401, -1.29855], [-0.15981, -1.08494, 1.09483], [0.03420, -0.25237, -0.04350], [-0.51800, 2.27720, 0.36760], [1.77538, 1.50973, -0.54038], [1.83648, 1.43196, 0.93154], [-1.79265, 1.93828, 0.16355], [0.53583, 1.16777, 0.25615], [-0.09533, 3.37087, 0.54959], [-1.46504, -3.66871, -0.59899], [-0.72397, -2.26065, -2.48935], [-1.03233, -2.68838, 1.93617], [-0.02712, 0.05241, -2.03040], [0.18754, -0.70695, 2.11825], [1.58510, 2.51775, -0.92566], [2.02418, 0.65200, -1.19751], [2.33540, 0.68358, 1.45379], [1.90156, 2.14007, 1.69388], [-1.91079, 1.04768, -0.24967], [-2.29340, 2.80366, 0.11803]], "forces_ev_per_angstrom": [[-0.457, -0.755, 0.025], [1.425, 5.689, -3.139], [1.818, 1.405, 2.484], [-0.922, -2.888, -2.941], [-0.393, 0.265, 2.403], [1.893, 2.877, 5.380], [0.982, 0.274, -0.345], [-0.951, 1.095, 0.143], [-0.111, -0.894, -0.947], [2.184, 0.102, 0.805], [-1.539, -2.664, -0.643], [0.374, 0.626, 0.429], [-0.994, -2.174, 0.268], [-0.337, -0.947, 0.348], [-0.463, -0.788, -0.403], [-0.114, -0.251, -1.484], [-0.731, -0.637, -1.573], [0.789, -0.431, -0.328], [0.342, 0.931, 0.599], [0.392, -2.550, -0.121], [-0.582, 2.595, 0.003], [-1.307, -0.615, -0.519], [-1.296, -0.265, -0.444]], "mulliken_charge": [-0.692, -0.463, -0.612, 0.210, -0.160, -0.691, 0.434, -0.382, -0.459, -0.281, 0.579, -0.494, 0.487, 0.417, 0.422, 0.594, 0.278, 0.304, 0.346, 0.326, 0.275, 0.268, 0.295]}



(3)
{"formula": "C9H11N2S", "method": "ωB97M-V/def2-TZVPD", "spin_multiplicity": 1, "largest_force_ev_per_a": 3.939, "total_energy_ev": -23317.631, "total_charge": 1, "homo_lumo_gap_ev": [7.06, 7.06], "lumo_ev": [-4.8, -4.8], "species": ["C", "C", "C", "C", "C", "C", "C", "C", "C", "N", "N", "S", "H", "H", "H", "H", "H", "H", "H", "H", "H", "H", "H"], "positions_angstrom": [[0.45570, -0.64577, 3.11527], [0.11640, 0.66598, 3.39916], [0.62526, -1.07267, 1.81338], [-0.06508, 1.55729, 2.35492], [0.49317, -0.18334, 0.73778], [0.11084, 1.12513, 1.05946], [-0.10992, -1.42267, -1.26542], [-0.31516, -0.81796, -2.65944], [0.25306, 1.30826, -1.62637], [0.77749, -0.56653, -0.53832], [-0.70967, 0.62077, -2.48403], [-0.38439, 2.20679, -0.30108], [0.59864, -1.35248, 3.91859], [-0.02424, 0.99418, 4.41539], [0.90216, -2.09237, 1.59220], [-0.36903, 2.57335, 2.54407], [-1.07503, -1.58024, -0.76126], [0.38059, -2.39411, -1.39608], [0.62874, -0.83496, -3.20696], [-1.08116, -1.35157, -3.22283], [1.21271, 1.52356, -2.06445], [-0.79589, 1.05419, -3.41399], [-1.62520, 0.68517, -2.00998]], "forces_ev_per_angstrom": [[-0.074, -0.035, 0.181], [0.033, -0.011, -0.132], [0.097, 0.003, -0.489], [-0.010, 0.027, 0.085], [-0.482, 0.470, 1.368], [-0.145, -0.206, -0.427], [-0.471, -0.052, 0.000], [0.312, -1.010, 0.158], [0.929, -2.715, 2.359], [0.059, 2.762, -2.807], [-0.298, 0.134, -0.116], [-0.018, 0.248, 0.118], [-0.009, -0.056, 0.053], [0.013, 0.028, 0.117], [0.085, -0.101, 0.088], [-0.024, 0.175, 0.064], [0.064, 0.019, -0.063], [-0.160, -0.006, -0.128], [-0.115, 0.140, -0.003], [0.009, 0.161, -0.066], [0.008, 0.039, -0.355], [-0.006, -0.017, 0.204], [0.201, 0.003, -0.208]], "mulliken_charge": [-0.718, -0.510, -0.310, -0.735, 0.159, 0.812, -0.467, -0.702, -0.304, -0.356, -0.099, -0.178, 0.381, 0.401, 0.415, 0.386, 0.368, 0.406, 0.363, 0.401, 0.480, 0.343, 0.466]}



(4)
{"formula": "C9H11N2S", "method": "ωB97M-V/def2-TZVPD", "spin_multiplicity": 1, "largest_force_ev_per_a": 4.161, "total_energy_ev": -23317.084, "total_charge": 1, "homo_lumo_gap_ev": 7.21, "lumo_ev": -5.2, "species": ["C", "C", "C", "C", "C", "C", "C", "C", "C", "N", "N", "S", "H", "H", "H", "H", "H", "H", "H", "H", "H", "H", "H"], "positions_angstrom": [[-3.83598, -0.95278, -0.36377], [-3.10147, -1.96317, 0.09613], [-3.22624, 0.25803, -0.64524], [-1.74643, -1.83805, 0.14248], [-1.94580, 0.52797, -0.36278], [-1.20487, -0.53014, 0.07253], [3.00514, 1.56108, 0.04115], [0.19279, -0.42368, 0.54953], [4.56042, -0.12141, 0.38781], [3.84418, 0.72205, -0.42876], [1.06431, 0.34249, -0.01170], [5.30291, -1.46477, -0.20776], [-4.95444, -0.91705, -0.52377], [-3.67249, -2.89561, 0.28702], [-3.89805, 1.02770, -1.10324], [-1.13710, -2.64984, 0.40897], [-1.66362, 1.57928, -0.43970], [2.61208, 2.31250, -0.65388], [4.73719, 0.21017, 1.47775], [3.59720, 0.48238, -1.44735], [3.04184, 1.81694, 1.08248], [0.82586, 0.89200, -0.81375], [0.34229, -1.11212, 1.40699]], "forces_ev_per_angstrom": [[-2.715, 2.958, -1.091], [-1.010, -3.448, -0.098], [-3.463, 1.116, -1.410], [0.097, 2.030, 0.969], [0.579, 1.310, -0.057], [1.697, -1.992, 0.429], [-1.054, 1.763, 0.441], [-0.528, 0.643, -1.429], [2.627, -2.419, 0.829], [-0.915, -0.596, -2.599], [1.127, -0.314, 1.906], [-1.031, 1.567, 0.770], [1.448, -0.763, 0.361], [1.003, 0.370, 0.013], [0.848, -0.495, 0.649], [0.775, -0.927, 0.416], [0.622, -0.448, 0.107], [-0.403, -0.597, 0.335], [-0.713, -0.276, -1.840], [1.541, -0.087, 1.830], [-0.156, -0.056, 0.363], [-1.332, -0.134, -0.425], [0.955, 0.794, -0.469]], "mulliken_charge": [-0.318, -0.448, -0.310, -0.663, -0.463, 0.663, -0.287, -0.194, -0.053, 0.002, -0.461, -0.129, 0.301, 0.338, 0.291, 0.465, 0.355, 0.358, 0.234, 0.364, 0.316, 0.257, 0.383]}



(5)
{"formula": "C9H11N3", "method": "ωB97M-V/def2-TZVPD", "spin_multiplicity": 1, "largest_force_ev_per_a": 5.218, "total_energy_ev": -13976.064, "homo_lumo_gap_ev": [6.19, 6.19], "lumo_ev": [0.1, 0.1], "species": ["C", "C", "C", "C", "C", "C", "C", "C", "C", "N", "N", "N", "H", "H", "H", "H", "H", "H", "H", "H", "H", "H", "H"], "positions_angstrom": [[0.58987, 1.33578, 2.59137], [0.08711, 1.76793, 1.37414], [0.53107, -0.06000, 2.83023], [-0.23562, 0.83438, 0.31050], [-0.02051, -0.51262, 0.64950], [0.82368, -2.46483, 0.03573], [1.62715, -3.35672, 0.54809], [-0.68113, 2.44770, -1.37589], [-0.75340, -1.65767, -1.49984], [0.29683, -0.92476, 1.87029], [-0.47364, 1.06704, -0.98253], [0.06167, -1.53249, -0.26420], [0.90953, 2.04337, 3.32926], [-0.08050, 2.91873, 1.12608], [0.54777, -0.44905, 3.85019], [1.23816, -3.94809, 1.32046], [2.66799, -3.45411, 0.44393], [-1.24746, 2.16041, -2.26923], [-1.09862, 2.97248, -0.60135], [0.25088, 2.69966, -1.87151], [-0.40757, -0.96146, -2.18990], [-0.64385, -2.69415, -1.95516], [-1.87617, -1.62077, -1.23578]], "forces_ev_per_angstrom": [[-1.528, -0.041, -1.729], [-0.181, 2.384, -0.003], [0.153, -0.032, 0.496], [0.410, 0.571, -2.579], [0.211, 1.141, 2.679], [2.265, -2.089, 0.696], [-1.353, 1.419, -0.629], [1.157, -3.969, -3.184], [-2.241, -2.742, 0.540], [-0.441, -0.138, 0.756], [0.303, -0.482, 2.628], [-0.981, -1.076, -2.085], [0.002, 0.136, 0.386], [0.789, -2.647, 0.725], [0.507, 0.025, -0.279], [-0.798, -0.897, 0.991], [1.135, 0.125, -0.886], [-1.085, 1.639, 0.148], [-1.056, 2.175, 1.117], [0.430, 1.364, 0.616], [0.027, 1.419, -0.959], [0.349, 1.076, 0.933], [1.927, 0.638, -0.377]], "mulliken_charge": [-0.465, -0.348, -0.561, 1.002, -0.150, 0.670, -0.822, -1.168, -0.838, -0.518, -0.456, 0.196, 0.393, 0.076, 0.357, 0.252, 0.294, 0.303, 0.488, 0.322, 0.317, 0.379, 0.278]}



(6)
{"formula": "C9H11N3", "method": "ωB97M-V/def2-TZVPD", "spin_multiplicity": 1, "largest_force_ev_per_a": 4.208, "total_energy_ev": -13961.552, "total_charge": 2, "smiles": "C[n+]1c[n+](C)c2ccccc2n1", "homo_lumo_gap_ev": 7.88, "lumo_ev": -10.3, "species": ["C", "N", "C", "N", "C", "C", "C", "C", "C", "C", "C", "N", "H", "H", "H", "H", "H", "H", "H", "H", "H", "H", "H"], "positions_angstrom": [[-2.80392, 1.75542, 0.08553], [-1.47810, 1.10205, -0.13138], [-1.48592, -0.35714, -0.24886], [-0.36089, -0.97417, -0.14668], [-0.31621, -2.34882, 0.15469], [0.77015, -0.19178, -0.09086], [2.06920, -0.73893, 0.03088], [3.21428, 0.02099, 0.10857], [3.13347, 1.37106, 0.01925], [1.92416, 2.00783, 0.04869], [0.74821, 1.25735, -0.03999], [-0.47871, 1.80851, -0.03940], [-2.72868, 2.66994, 0.55142], [-3.31570, 1.85064, -0.80632], [-3.32586, 1.22245, 0.80568], [-2.48129, -0.72782, -0.54177], [0.01886, -2.37135, 1.18204], [-1.32910, -2.86137, 0.24406], [0.21764, -2.97843, -0.54584], [2.25934, -1.86900, 0.04292], [4.22266, -0.36057, -0.05327], [4.11737, 1.94879, -0.02025], [1.78714, 3.09508, 0.07360]], "forces_ev_per_angstrom": [[1.081, -1.146, -0.160], [-2.632, -3.282, -0.095], [-1.194, 3.587, -0.580], [-0.640, 2.170, -0.489], [-1.742, -3.429, 0.835], [3.828, 0.363, 0.793], [-0.505, -3.325, 0.146], [0.168, -0.941, -1.489], [1.782, 3.183, 0.461], [-0.732, 1.188, -0.299], [-1.394, -1.926, -0.316], [2.667, 2.247, 0.514], [1.082, 2.298, 0.591], [-1.055, 0.019, -1.927], [-1.125, -1.670, 1.018], [0.695, -0.504, 0.699], [0.735, -0.485, 0.144], [0.851, 1.265, -0.470], [0.618, 0.314, -0.004], [-0.685, 1.751, -0.084], [-0.410, -0.687, 0.667], [-1.691, -0.593, 0.106], [0.296, -0.397, -0.062]], "mulliken_charge": [-1.018, 0.481, 0.014, 0.151, -1.043, 0.835, -0.269, -0.767, -0.311, -0.618, 0.503, -0.471, 0.437, 0.373, 0.426, 0.517, 0.503, 0.385, 0.357, 0.282, 0.407, 0.367, 0.461]}